C2H2ClNO in the gas phase in a non-equilibrium geometry. Source: the OMol25 dataset; level of theory: ωB97M-V/def2-TZVPD.

Results
total charge = 0
calculated total energy = -667.5011 Ha
strongest force on any atom = 9.9 eV/A
energy above the lowest of the compared OMol25 structures with the same formula, charge and spin = 40.2 kcal per mole
LUMO level = 0.13 eV

XYZ file:
```
7
Properties=species:S:1:pos:R:3:lowdin_charge:R:1
N 0.70876 -1.27520 -2.14015 0.163
C 0.14247 -0.52364 -1.53693 -0.176
O -0.38572 0.63273 -0.66828 -0.098
C -0.10102 0.43913 0.68356 -0.667
Cl -1.20963 -0.61323 1.54150 0.614
H 1.00694 0.07248 0.86401 0.138
H -0.16181 1.26772 1.25629 0.026
```



2 unconnected molecules or ions with the total composition C2H2ClNO in a non-equilibrium geometry. Source: the OMol25 dataset; level of theory: ωB97M-V/def2-TZVPD.

Results
total charge = 0
calculated total energy = -667.3070 Ha
strongest force on any atom = 2.1 eV/A
energy above the lowest of the compared OMol25 structures with the same formula, charge and spin = 162.0 kcal per mole
LUMO level (alpha / beta) = -1.41 / -1.41 eV

XYZ file:
```
7
Properties=species:S:1:pos:R:3:lowdin_charge:R:1
C -1.46850 0.64001 0.06406 0.009
C -0.60268 0.04764 -0.77594 -0.116
N -0.23074 -1.11734 -0.39833 0.075
O -0.71211 -0.40313 0.77488 -0.067
Cl 2.66043 0.08554 0.10006 0.281
H -1.52431 1.62729 0.47430 0.087
H 1.87791 -0.88001 -0.23902 -0.269
```



2 unconnected molecules or ions with the total composition C2H2ClNO in a non-equilibrium geometry. Source: the OMol25 dataset; level of theory: ωB97M-V/def2-TZVPD.

Results
total charge = 0
calculated total energy = -667.2905 Ha
strongest force on any atom = 4.4 eV/A
energy above the lowest of the compared OMol25 structures with the same formula, charge and spin = 172.3 kcal per mole
LUMO level (alpha / beta) = -1.04 / -1.04 eV

XYZ file:
```
7
Properties=species:S:1:pos:R:3:lowdin_charge:R:1
C -0.36737 1.39039 -0.56762 0.007
C -0.61358 0.07727 -0.34047 -0.141
N -1.87905 -0.19357 -0.35190 0.115
O -1.71641 1.23006 0.01210 -0.065
Cl 1.83210 -2.19873 0.13913 0.207
H 0.11722 2.13048 -0.13001 0.033
H 2.62709 -2.43590 1.23877 -0.156
```



C2H2ClNO in the gas phase in a non-equilibrium geometry. Source: the OMol25 dataset; level of theory: ωB97M-V/def2-TZVPD.

Results
total charge = 0
calculated total energy = -667.3709 Ha
strongest force on any atom = 2.4 eV/A
energy above the lowest of the compared OMol25 structures with the same formula, charge and spin = 121.9 kcal per mole
LUMO level (alpha / beta) = -1.29 / -1.87 eV

XYZ file:
```
7
Properties=species:S:1:pos:R:3:lowdin_charge:R:1
C -0.40838 1.32113 0.00040 0.118
C 0.28945 0.18817 -0.09686 -0.803
N -0.49078 -0.92077 -0.00036 -0.163
O -1.69188 -0.86874 0.00582 0.058
Cl 1.97441 -0.19522 0.01543 0.662
H 0.16500 2.18420 0.10561 -0.005
H 0.16217 -1.70876 -0.03004 0.132
```